1.
2 unconnected molecules or ions with the total composition C22H27N2O2 at a distorted geometry. Source: OMol25; level of theory: ωB97M-V/def2-TZVPD.

Structure (XYZ):
```
53
Properties=species:S:1:pos:R:3:forces:R:3
C -4.6611 -2.9230 -0.1851 0.3 -0.2 0.4
C -5.4290 -1.6577 -0.5705 -0.1 0.3 -0.2
C -4.4005 -0.5232 -0.6853 -0.5 0.6 0.0
N -3.0887 -1.1569 -0.5097 0.9 1.1 0.2
C -1.9607 -0.4616 -0.5135 -0.6 -0.4 -0.3
C -0.7039 -1.0475 -0.3286 0.5 -0.1 0.4
C 0.4447 -0.4103 -0.7772 -1.1 0.1 -0.1
C 1.6583 -1.1524 -0.9961 1.4 -0.7 0.4
C 2.5400 -0.8342 -2.0494 -0.5 0.1 0.2
C 3.6403 -1.6387 -2.3258 0.1 -0.3 0.2
C 3.9186 -2.7519 -1.5136 -0.3 0.4 0.0
C 3.0972 -3.0365 -0.4098 -0.1 0.1 -0.1
C 1.9757 -2.2480 -0.1562 0.1 0.0 -0.4
C -3.1598 -2.5781 -0.2108 -0.1 -0.7 0.1
H -4.9216 -3.2356 0.8279 -0.1 -0.1 -0.2
H -4.8712 -3.7522 -0.8637 0.0 0.1 0.2
H -5.9358 -1.7848 -1.5296 0.0 0.0 0.2
H -6.1747 -1.3970 0.1842 0.0 -0.1 -0.2
H -4.4641 -0.0027 -1.6562 0.2 -0.3 0.3
H -4.5547 0.2413 0.0963 0.2 -0.3 -0.2
H -2.0311 0.6111 -0.7366 -0.1 -0.4 -0.1
H -0.6527 -2.0530 0.1181 0.0 0.6 -0.6
H 0.3342 0.5588 -1.2611 0.0 -0.1 0.0
H 2.2970 0.0244 -2.6825 0.2 -0.3 0.1
H 4.2778 -1.4075 -3.1849 -0.2 -0.1 0.4
H 4.7670 -3.3976 -1.7446 -0.2 0.2 0.1
H 3.3204 -3.8870 0.2443 -0.1 0.4 -0.3
H 1.3107 -2.4871 0.6783 0.4 0.1 -0.2
H -2.6814 -2.7996 0.7536 -0.1 0.2 -0.2
H -2.6324 -3.1753 -0.9674 0.0 0.4 0.0
C -2.4081 1.8156 3.5000 -0.1 0.1 0.2
C -1.8305 2.1322 2.1489 0.1 -0.2 0.1
O -0.4760 1.6218 2.1605 -0.1 0.3 -0.7
C 0.2297 1.9962 1.0562 -0.6 0.0 -0.1
C 1.4640 1.2873 0.9520 -0.3 0.0 1.0
N 2.5662 1.9381 0.4085 0.7 -0.1 -1.1
C 2.4049 2.8111 -0.6465 0.7 -0.3 0.7
C 3.5028 3.3305 -1.3004 0.0 0.1 0.1
C 4.7971 2.9807 -0.9221 -0.2 -0.3 0.2
C 4.9434 2.1049 0.1658 0.1 0.0 -0.1
C 3.8379 1.6018 0.8247 -0.6 0.5 -0.5
O -0.2493 2.7926 0.2453 0.3 -0.3 0.2
H -3.4849 1.9739 3.4680 -0.1 -0.1 0.1
H -2.1887 0.7840 3.7920 -0.1 0.2 0.0
H -1.9918 2.4947 4.2487 0.0 -0.2 0.0
H -2.3733 1.6256 1.3348 0.1 0.2 0.2
H -1.8319 3.2102 1.9463 0.0 -0.3 0.0
H 1.6906 0.6008 1.7581 0.1 0.2 0.0
H 1.3849 3.0912 -0.8500 0.0 -0.1 -0.2
H 3.2866 4.0240 -2.1118 0.3 -0.2 0.2
H 5.6619 3.3675 -1.4567 -0.2 -0.1 0.2
H 5.9307 1.7983 0.5170 -0.3 0.2 -0.1
H 3.8754 0.9808 1.7160 0.1 0.0 -0.3
```
Positions in Å, forces in eV/Å.

Results
electronic energy: -1114.23418 Ha
LUMO level: -3.93 eV
ΔE to the lowest compared entry with this formula, charge and spin: 47.22 kJ/mol
net charge: +1
Kohn-Sham gap: 6.16 eV
2S+1: 1

2.
C22H27N3O2 in the gas phase at a distorted geometry. Source: OMol25; level of theory: ωB97M-V/def2-TZVPD.

Structure (XYZ):
```
54
Properties=species:S:1:pos:R:3:forces:R:3
C -4.1058 -3.4837 -1.8483 -0.1 0.0 0.2
C -4.5413 -2.6240 -0.6683 0.2 0.1 -0.2
C -3.7959 -1.2920 -0.6453 -0.3 -0.1 0.4
C -4.2184 -0.4295 0.5432 0.0 -0.1 -0.3
N -3.5954 0.8806 0.4991 0.0 0.1 0.1
C -4.1869 1.8776 1.3838 0.0 0.3 0.1
C -3.2343 2.0077 2.5734 -0.1 0.0 -0.2
C -1.8815 1.8747 1.8823 -0.1 -0.2 0.1
C -2.1567 0.8582 0.7589 0.3 0.1 -0.4
C -1.3856 1.1820 -0.5317 -0.3 -0.4 0.1
N 0.0347 0.9763 -0.3730 0.0 0.2 0.1
C 0.5861 -0.2470 -0.5196 0.1 0.4 0.1
O -0.0481 -1.2310 -0.8502 -0.1 -0.3 0.0
C 2.0547 -0.3127 -0.2208 0.2 0.4 -0.3
C 2.5112 -1.4672 0.4340 0.4 -0.1 0.1
C 3.8354 -1.6145 0.7766 -0.6 0.7 -0.5
C 4.2578 -2.7835 1.4476 0.1 -0.5 0.3
N 4.5961 -3.7315 1.9975 0.1 -0.3 0.2
C 4.7795 -0.5971 0.4625 -0.2 0.2 -0.1
C 6.1428 -0.7043 0.7994 0.2 0.1 0.0
C 7.0222 0.2884 0.4626 -0.1 -0.2 0.1
C 6.5780 1.4286 -0.2230 -0.2 0.1 -0.1
C 5.2602 1.5619 -0.5603 0.1 0.1 -0.1
C 4.3283 0.5565 -0.2274 0.1 -0.1 0.0
C 2.9543 0.6779 -0.5699 -0.3 -0.2 0.0
O 2.5595 1.8208 -1.2341 0.3 -0.3 0.7
C 2.1955 1.6286 -2.5899 -0.1 -0.1 -0.4
H -3.0353 -3.6695 -1.8041 0.1 -0.1 0.0
H -4.6244 -4.4398 -1.8405 0.0 -0.1 -0.1
H -4.3262 -2.9803 -2.7872 0.0 0.0 -0.1
H -4.3470 -3.1620 0.2627 -0.1 0.0 0.1
H -5.6174 -2.4409 -0.7259 0.0 0.0 0.1
H -2.7239 -1.4900 -0.6058 0.1 0.0 -0.1
H -4.0043 -0.7400 -1.5638 0.0 0.1 -0.1
H -3.9907 -0.9664 1.4820 0.0 0.0 0.0
H -5.3005 -0.2800 0.4959 0.0 -0.1 0.0
H -4.2343 2.8305 0.8430 -0.1 0.0 0.2
H -5.1988 1.5982 1.6756 0.0 0.0 -0.1
H -3.3504 2.9478 3.1090 0.0 0.0 0.1
H -3.3898 1.1835 3.2714 0.0 0.0 0.0
H -1.0916 1.5393 2.5525 0.1 0.1 0.0
H -1.5915 2.8368 1.4553 0.1 0.1 0.0
H -1.8488 -0.1452 1.0827 0.0 0.0 0.0
H -1.7340 0.5129 -1.3205 0.0 0.1 0.0
H -1.5701 2.2145 -0.8315 0.0 0.0 0.0
H 0.6015 1.7398 -0.0402 0.1 -0.1 -0.1
H 1.7916 -2.2394 0.6633 0.0 -0.1 0.0
H 6.4785 -1.5847 1.3279 0.1 -0.1 0.0
H 8.0660 0.1983 0.7233 0.1 0.0 0.0
H 7.2856 2.2019 -0.4819 0.0 0.1 0.0
H 4.9037 2.4385 -1.0794 0.0 0.1 0.0
H 3.0669 1.3339 -3.1840 0.0 0.0 0.1
H 1.4154 0.8708 -2.6991 0.0 0.1 0.0
H 1.8235 2.5895 -2.9400 0.0 -0.1 0.0
```
Positions in Å, forces in eV/Å.

Results
electronic energy: -1169.28456 Ha
LUMO level: -0.36 eV
ΔE to the lowest compared entry with this formula, charge and spin: 181.14 kJ/mol
SMILES: CCCCN1CCC[C@@H]1CNC(=O)c1cc(C#N)c2ccccc2c1OC
net charge: 0
Kohn-Sham gap: 8.04 eV
2S+1: 1

3.
C22H27N3O4S in the gas phase. Source: OMol25; level of theory: ωB97M-V/def2-TZVPD.

Structure (XYZ):
```
57
Properties=species:S:1:pos:R:3:forces:R:3
C -7.2974 -0.7877 -0.1249 -0.1 -0.1 0.1
O -6.2373 -0.2321 -0.8622 0.3 0.1 -0.2
C -4.9761 -0.7106 -0.6475 0.1 0.0 0.0
C -3.9682 -0.1400 -1.4272 -0.2 -0.1 0.1
C -2.6605 -0.5455 -1.2856 -0.1 -0.1 0.0
C -2.3207 -1.5284 -0.3540 -0.4 -0.1 0.1
N -0.9688 -1.8743 -0.2419 0.2 0.2 -0.4
C -0.4045 -2.8236 0.5325 0.6 0.0 0.0
O -0.9885 -3.5870 1.2744 -0.2 -0.2 0.1
C 1.1229 -2.8694 0.3892 0.0 -0.3 -0.1
N 1.7490 -1.5824 0.6204 -0.1 -0.4 0.0
C 1.4777 -0.9847 1.9060 0.0 0.2 0.2
C 2.4240 -0.9994 -0.4001 0.3 0.0 0.3
O 2.6107 -1.5728 -1.4561 0.1 0.1 -0.3
C 3.0705 0.3630 -0.1033 0.1 0.1 -0.5
C 3.9007 0.8379 -1.3036 -0.1 -0.3 0.2
C 5.1460 -0.0078 -1.5297 0.3 0.0 0.3
S 6.1797 -0.1567 -0.0257 0.1 -0.1 -0.1
C 5.9275 -1.9135 0.3617 0.0 0.4 -0.2
N 2.0747 1.3561 0.2520 0.2 0.1 0.0
C 0.8432 1.3858 -0.3011 0.1 0.3 0.3
O 0.4268 0.4838 -1.0093 -0.1 0.0 -0.3
C 0.0060 2.5570 0.0777 -0.3 0.2 0.0
C -1.3574 2.3568 0.2752 0.1 -0.1 0.0
C -2.1746 3.4181 0.6167 0.0 0.0 0.0
C -1.6406 4.6891 0.7511 0.0 0.0 0.0
C -0.2876 4.8977 0.5380 0.0 0.1 0.0
C 0.5363 3.8377 0.2050 0.0 -0.2 0.0
C -3.3230 -2.1020 0.4169 0.2 -0.1 0.0
C -4.6396 -1.6972 0.2708 -0.4 0.2 -0.1
H -8.1949 -0.2732 -0.4650 0.0 -0.1 0.1
H -7.1717 -0.6214 0.9503 0.0 0.0 0.0
H -7.4021 -1.8607 -0.3158 0.0 0.0 0.0
H -4.2387 0.6216 -2.1413 0.0 0.1 -0.1
H -1.8852 -0.1012 -1.8918 0.1 0.1 -0.1
H -0.3488 -1.2846 -0.7920 0.0 -0.2 0.2
H 1.3845 -3.1840 -0.6252 0.0 0.0 0.2
H 1.5057 -3.6045 1.1052 -0.2 0.1 -0.1
H 2.3354 -0.4196 2.2682 0.0 0.0 0.0
H 0.6077 -0.3221 1.8707 0.0 0.0 0.1
H 1.2668 -1.7845 2.6152 0.0 0.0 0.0
H 3.7460 0.2473 0.7546 -0.1 0.0 -0.1
H 4.1927 1.8765 -1.1289 0.0 0.0 0.0
H 3.2815 0.7895 -2.2013 0.0 0.1 0.0
H 5.7701 0.4478 -2.2977 0.0 -0.1 0.0
H 4.8732 -1.0154 -1.8328 0.0 0.0 -0.1
H 6.3944 -2.5202 -0.4088 0.0 -0.1 0.0
H 6.4056 -2.0969 1.3184 0.0 -0.1 0.1
H 4.8647 -2.1283 0.4229 -0.1 -0.2 0.1
H 2.3930 2.1532 0.7805 -0.2 -0.1 0.0
H -1.7674 1.3647 0.1587 0.0 -0.1 0.0
H -3.2298 3.2515 0.7716 -0.1 0.0 0.0
H -2.2785 5.5198 1.0133 -0.1 0.1 0.0
H 0.1270 5.8908 0.6276 0.0 0.1 0.0
H 1.5844 4.0200 0.0115 0.1 0.0 0.0
H -3.0742 -2.8689 1.1310 0.0 0.0 0.0
H -5.3920 -2.1652 0.8856 -0.1 0.0 0.0
```
Positions in Å, forces in eV/Å.

Results
electronic energy: -1718.00141 Ha
LUMO level: 0.41 eV
ΔE to the lowest compared entry with this formula, charge and spin: 44.75 kJ/mol
SMILES: COc1ccc(NC(=O)CN(C)C(=O)[C@@H](CCSC)NC(=O)c2ccccc2)cc1
net charge: 0
Kohn-Sham gap: 8.18 eV
2S+1: 1

4.
C22H27N3O7 in the gas phase at a distorted geometry. Source: OMol25; level of theory: ωB97M-V/def2-TZVPD.

Structure (XYZ):
```
59
Properties=species:S:1:pos:R:3:forces:R:3
C 1.7841 -2.5315 -0.9165 -0.2 0.1 0.3
C 1.2790 -2.3968 0.5181 0.3 -0.2 -0.2
O 0.0642 -1.6849 0.5999 -0.1 0.4 0.0
C 0.0647 -0.3224 0.5856 -0.4 0.0 0.0
C 1.1821 0.4835 0.4285 0.1 -0.2 0.1
C 1.0992 1.8793 0.3632 -0.5 0.0 -0.1
N 2.2142 2.6744 0.1399 0.1 0.2 -0.3
C 3.4960 2.0875 -0.1922 0.2 -0.1 0.2
C 4.3116 1.7711 1.0696 -0.1 -0.1 -0.3
O 4.4923 2.9345 1.8451 0.1 0.0 0.0
C 3.2488 3.5068 2.1953 -0.3 0.2 -0.2
C 2.4238 3.8614 0.9519 0.2 0.1 0.6
C -0.1835 2.4591 0.4348 0.0 0.0 0.0
O -0.3536 3.8312 0.3195 0.1 -0.4 0.3
C -0.9927 4.2553 -0.8731 0.0 0.2 -0.5
C -0.1275 4.0308 -2.1083 -0.1 0.0 0.4
C -1.2931 1.6593 0.6461 0.3 -0.1 0.1
C -1.1887 0.2837 0.7373 0.3 -0.1 0.0
N -2.3332 -0.5132 0.9648 -0.1 0.4 -0.5
C -2.4215 -1.4055 1.9690 -0.6 -0.4 0.2
O -1.6467 -1.5236 2.8900 0.1 0.0 0.2
C -3.6704 -2.2983 1.8298 0.3 0.1 0.4
O -3.9092 -2.5997 0.4695 -0.2 -0.2 -0.1
C -2.9510 -3.2427 -0.2295 0.0 0.0 -0.5
C -2.0396 -4.1474 0.3139 -0.2 0.2 0.1
C -1.1855 -4.8582 -0.5060 0.0 0.0 -0.1
C -1.2125 -4.6958 -1.8847 0.0 0.0 0.1
C -2.0812 -3.7805 -2.4398 -0.2 0.2 0.0
C -2.9251 -3.0387 -1.6205 0.7 -0.8 0.6
N -3.7167 -2.0080 -2.2302 -0.2 0.4 -0.2
O -3.9616 -1.0125 -1.5760 -0.1 0.4 -0.1
O -4.0488 -2.1640 -3.3846 -0.2 0.0 -0.3
H 1.0285 -3.0223 -1.5253 0.0 0.0 -0.1
H 1.9916 -1.5568 -1.3507 0.1 0.1 -0.1
H 2.6936 -3.1260 -0.9312 0.1 -0.1 0.0
H 2.0400 -1.9431 1.1634 -0.1 0.0 0.0
H 1.0401 -3.3860 0.9185 0.1 0.1 0.0
H 2.1496 0.0180 0.3562 0.1 0.0 0.0
H 3.3654 1.2024 -0.8139 0.0 0.0 0.0
H 4.0461 2.8356 -0.7748 0.0 -0.1 0.0
H 5.3119 1.4182 0.8111 -0.1 -0.1 0.0
H 3.7980 1.0040 1.6697 0.1 0.0 0.0
H 3.4815 4.4012 2.7747 -0.1 0.0 0.0
H 2.6769 2.8045 2.8221 0.0 0.1 0.0
H 1.4688 4.2877 1.2458 0.1 0.1 0.0
H 2.9764 4.5900 0.3489 -0.1 0.0 0.1
H -1.1761 5.3220 -0.7219 -0.1 -0.1 0.0
H -1.9560 3.7433 -0.9952 0.0 0.1 0.1
H 0.0497 2.9671 -2.2522 0.0 -0.1 -0.1
H -0.6291 4.4278 -2.9865 -0.1 0.0 -0.1
H 0.8313 4.5281 -1.9881 0.1 0.0 0.0
H -2.2649 2.1208 0.7344 -0.1 0.1 0.1
H -3.0787 -0.4679 0.2762 0.2 -0.2 0.1
H -4.5560 -1.7504 2.1618 0.1 -0.1 0.0
H -3.5570 -3.1930 2.4494 0.1 0.1 -0.1
H -1.9972 -4.2939 1.3802 0.0 0.0 0.1
H -0.4916 -5.5570 -0.0636 0.1 -0.1 0.1
H -0.5505 -5.2678 -2.5153 0.1 0.0 -0.1
H -2.1100 -3.6003 -3.5040 0.0 0.0 0.0
```
Positions in Å, forces in eV/Å.

Results
electronic energy: -1545.35326 Ha
LUMO level: -0.47 eV
ΔE to the lowest compared entry with this formula, charge and spin: 595.02 kJ/mol
SMILES: CCOc1cc(N2CCOCC2)c(OCC)cc1NC(=O)COc1ccccc1[N+](=O)[O-]
net charge: 0
Kohn-Sham gap: 6.97 eV
2S+1: 1

> Among the records above, which one has the highest electronic energy?

C22H27N2O2